Entry 1:
Density functional theory data (wB97M-V/def2-TZVPD) for a molecular structure, C6H6ClFMgNO4.

```
20
Properties=species:S:1:pos:R:3:forces:R:3:lowdin_charge:R:1
N -0.5359 0.9712 1.2564 -0.9 -1.5 2.0 0.0173
C -0.1625 0.5395 -0.1027 0.8 -0.9 0.6 -0.3834
C -0.9560 -0.7171 -0.4397 0.2 1.0 0.6 -0.0032
C -0.9175 -1.8796 0.4915 -1.3 -0.7 -1.7 -0.3713
O -1.6563 -2.7737 0.5430 0.1 -0.3 0.4 0.2663
F 0.0626 -1.8215 1.5560 0.6 0.4 1.2 -0.0483
C 1.3581 0.3763 -0.0982 -0.4 0.3 -0.3 -0.1245
C 1.8906 -0.6192 -1.0764 0.4 0.0 0.1 -0.8083
O 1.4359 -0.9111 -2.1179 -0.4 -0.3 -0.5 0.1142
Cl 3.3700 -1.3746 -0.4835 0.4 -0.1 0.1 0.7170
C -0.6605 1.7162 -1.0933 0.0 0.1 -0.4 -0.6577
O -1.4633 2.4645 -0.5466 -0.4 0.3 0.1 0.0426
O -0.1330 1.6016 -2.1832 0.0 0.1 -0.1 0.1126
H -0.1393 1.8691 1.5105 -0.1 0.3 -0.2 0.1311
H -1.5477 1.0858 1.2753 -0.1 1.1 -0.8 0.0920
H -2.0071 -0.4544 -0.3932 -0.5 0.1 -0.3 0.1632
H -0.7741 -1.0459 -1.4515 0.2 -0.2 -0.3 0.1599
H 1.7480 0.1374 0.8767 0.1 -0.2 0.5 0.0852
H 1.7922 1.3280 -0.3753 0.3 0.3 -0.2 0.1534
Mg -0.7041 -0.4921 2.8520 1.0 0.3 -0.8 1.3418
```
Forces are in eV/Å.

Computed properties:
**Energy**: -36675.278 eV
**Energy relative to the best compared isomer or geometry (same formula, charge and spin)**: 0.00 kcal/mol
**Total charge**: +1
**Gap between HOMO and LUMO**: 4.157 eV


Entry 2:
Density functional theory data (wB97M-V/def2-TZVPD) for a single C6H9NO2 molecule.

```
18
Properties=species:S:1:pos:R:3:forces:R:3:lowdin_spin:R:1
C -1.6319 1.7953 -0.0949 -4.5 4.0 -5.4 0.6210
C -1.6297 1.1801 -1.4956 0.7 -1.7 5.8 0.1421
C -0.8335 1.1126 0.7627 4.7 -2.6 3.0 0.5763
C -0.9424 -0.1517 -1.2213 2.6 -0.6 -2.0 0.0217
C -0.0700 0.0445 0.0309 0.8 -0.6 0.7 0.0608
C 1.4833 0.2180 -0.2221 0.4 3.6 -0.5 0.0381
N -0.0598 -1.1091 0.9504 0.2 0.6 0.1 0.0110
O -2.1378 1.4902 -2.5128 -1.3 1.7 -2.8 0.2174
O -0.8260 1.0334 2.1050 -0.7 0.0 0.0 0.2682
H -2.2035 2.7373 0.0484 0.7 -0.7 0.2 0.0281
H -1.6186 -0.9831 -1.0430 -0.5 0.1 -0.1 0.0027
H -0.3136 -0.4319 -2.1401 -0.8 0.2 1.2 0.0021
H 2.1431 0.1192 0.6874 -1.1 0.3 -0.6 0.0014
H 1.7906 1.3123 -0.7330 -0.9 -3.1 1.2 0.0009
H 1.7461 -0.6106 -0.8471 0.4 -0.2 -0.8 0.0029
H -0.8186 -1.7183 0.7618 -0.7 -0.8 -0.1 0.0011
H -0.4014 0.1415 2.2791 -0.3 0.5 -0.2 0.0038
H 0.8076 -1.5805 0.8176 0.3 -0.8 0.2 0.0004
```
Forces are in eV/Å.

Computed properties:
**Energy**: -11948.065 eV
**Energy relative to the best compared isomer or geometry (same formula, charge and spin)**: 0.00 kcal/mol
**Total charge**: 0
**Spin multiplicity**: 3
**Gap between HOMO and LUMO (spin up / spin down)**: 6.095 / 6.871 eV


Entry 3:
Density functional theory data (wB97M-V/def2-TZVPD) for a molecular structure, C6H10N.

```
17
Properties=species:S:1:pos:R:3:forces:R:3:lowdin_charge:R:1
C 1.9976 -0.4426 -0.8294 0.5 -0.8 0.1 0.0009
C 1.1050 -0.8238 0.3561 0.7 0.1 0.7 -0.2758
C 2.1814 0.7715 -0.2545 -0.6 1.9 -0.7 -0.0848
C -2.4724 0.6377 -0.1292 -2.3 3.2 0.6 -0.0171
C -0.4292 -0.9678 0.1309 0.8 -2.5 -0.3 -0.1180
C -1.1498 0.2244 -0.2761 3.4 -0.3 -0.3 0.0483
N 1.3104 0.5837 0.8291 -1.8 -1.0 -3.4 0.0226
H 2.4487 -1.0748 -1.6392 -0.8 1.2 0.8 0.1264
H 2.4320 1.8399 -0.5289 0.7 -1.7 0.2 0.1467
H -2.6798 1.6312 -0.6584 0.3 -1.6 0.3 0.1398
H -3.1512 -0.1434 -0.4071 -0.6 -0.7 -0.4 0.1201
H -2.9017 0.9056 0.8912 1.1 -0.7 -0.5 0.1681
H -0.7976 -1.2330 1.1049 -0.7 -1.0 0.3 0.1266
H 1.5502 -1.5826 1.1248 -1.2 1.0 -1.6 0.1890
H -0.4588 -1.8479 -0.6375 -0.9 1.3 1.3 0.1991
H -0.4733 0.8438 -0.8278 0.1 0.8 -0.5 0.1206
H 1.4884 0.6779 1.7511 1.2 1.0 3.5 0.0874
```
Forces are in eV/Å.

Computed properties:
**Energy**: -7862.636 eV
**Energy relative to the best compared isomer or geometry (same formula, charge and spin)**: 85.61 kcal/mol
**Total charge**: +1
**Gap between HOMO and LUMO (spin up / spin down)**: 6.442 / 6.443 eV


Entry 4:
Density functional theory data (wB97M-V/def2-TZVPD) for a single C17H19ClN2O3S2 molecule.

```
44
Properties=species:S:1:pos:R:3:forces:R:3:lowdin_charge:R:1
C -7.2384 -0.8045 -0.2413 0.0 -0.2 -0.2 -0.0004
C -5.7310 -0.9125 -0.3286 -0.4 0.2 0.1 -0.5087
O -5.1594 -1.7445 -0.9896 0.1 -0.2 -0.2 0.0761
N -5.1030 0.0452 0.4259 -0.2 0.3 0.3 0.1147
C -3.7394 0.2704 0.6033 0.4 0.0 0.0 -0.2108
C -2.7608 -0.5565 0.0508 -0.1 -0.1 -0.1 0.0124
C -1.4251 -0.2752 0.2694 0.0 0.0 0.1 -0.0392
C -1.0644 0.8202 1.0291 0.5 0.0 0.2 -0.2808
C -2.0219 1.6455 1.5859 0.0 0.0 0.1 -0.0541
C -3.3585 1.3704 1.3767 0.0 -0.1 -0.1 -0.0121
H -4.1159 2.0064 1.8132 -0.1 0.1 0.1 0.1123
H -1.7028 2.4824 2.1858 -0.1 0.1 0.1 0.1137
S 0.6636 1.1948 1.2535 -0.3 0.4 -0.4 0.6485
O 1.4056 -0.0296 1.1855 -0.4 0.1 -0.2 -0.2933
O 0.8139 2.0621 2.3841 -0.2 0.2 -0.1 -0.2863
N 0.9452 2.1019 -0.1310 0.0 -0.2 0.8 -0.1314
H 1.1456 3.0604 0.1082 -0.1 0.2 0.2 0.1056
C 1.7853 1.5575 -1.1697 0.1 -0.4 -0.5 -0.3056
C 3.1773 2.1791 -1.2099 0.1 -0.2 0.5 -0.4496
H 3.0991 3.2614 -1.3252 0.0 0.0 -0.1 0.0701
H 3.7559 1.7744 -2.0389 0.0 0.1 -0.1 0.0740
S 4.1291 1.9185 0.3234 0.2 0.1 -0.2 0.8819
C 5.0819 0.4057 -0.1044 -0.3 0.6 0.1 -0.4131
C 4.2103 -0.7984 -0.2227 0.0 -0.3 -0.1 -0.3075
C 3.7378 -1.4220 0.9247 0.1 -0.2 -0.2 -0.0947
C 2.8792 -2.4998 0.8132 0.3 0.1 -0.3 -0.6888
C 2.4859 -2.9788 -0.4263 0.0 0.0 0.1 -0.1097
C 2.9711 -2.3645 -1.5668 -0.1 0.0 -0.1 -0.0773
C 3.8261 -1.2810 -1.4690 0.1 0.0 0.1 -0.0643
H 4.1970 -0.8078 -2.3676 0.1 0.1 -0.1 0.1112
H 2.6743 -2.7300 -2.5388 0.0 -0.1 -0.1 0.1049
H 1.8100 -3.8168 -0.4933 0.0 -0.1 0.0 0.1032
Cl 2.2764 -3.2471 2.2388 -0.2 -0.2 0.3 0.6977
H 4.0147 -1.0471 1.8971 0.0 0.0 0.1 0.1223
H 5.6226 0.6151 -1.0278 0.1 -0.1 0.1 0.0788
H 5.7886 0.3082 0.7186 0.1 0.0 -0.1 0.0787
H 1.8550 0.4848 -0.9770 0.1 0.1 -0.3 0.0903
H 1.2970 1.7144 -2.1411 0.1 -0.1 0.1 0.1201
H -0.6499 -0.9079 -0.1324 0.0 -0.2 -0.1 0.1149
H -3.0559 -1.4076 -0.5396 0.0 0.0 0.0 0.1026
H -5.7016 0.6942 0.9188 0.0 -0.2 -0.1 0.1413
H -7.6867 -1.5832 -0.8510 0.0 0.0 0.0 0.0844
H -7.5684 0.1669 -0.6038 -0.1 0.1 0.0 0.0837
H -7.5652 -0.9251 0.7894 -0.1 0.0 0.1 0.0840
```
Forces are in eV/Å.

Computed properties:
**Energy**: -61253.485 eV
**Energy relative to the best compared isomer or geometry (same formula, charge and spin)**: 6.69 kcal/mol
**Total charge**: 0
**Gap between HOMO and LUMO**: 9.094 eV
**Structure (SMILES)**: CC(=O)Nc1ccc(S(=O)(=O)NCCSCc2cccc(Cl)c2)cc1


Entry 5:
Density functional theory data (wB97M-V/def2-TZVPD) for a molecular structure, C7H11Br3ClMgNO2.

```
26
Properties=species:S:1:pos:R:3:forces:R:3:lowdin_charge:R:1
C 2.0511 1.1411 -0.3185 0.5 1.1 -0.5 -0.1259
C 1.5894 0.7876 1.0904 -1.1 -0.8 -0.3 -0.6580
Cl 0.9943 2.2047 1.9448 -0.1 0.3 -0.2 0.7755
C 0.5433 -0.3847 1.1040 1.3 0.5 -0.3 -0.1351
N 0.3551 -0.9566 -0.2557 -1.4 0.6 1.0 -0.0945
C 0.0668 -2.3553 -0.1499 -0.6 0.7 1.2 -0.8286
O 0.5140 -3.1050 -0.9125 1.8 -2.0 -2.7 0.1428
O -0.7178 -2.6929 0.8666 0.0 0.6 0.9 -0.5038
Br -0.1198 -4.1605 1.7973 -0.2 -0.2 0.0 0.9737
C -0.6399 -0.2618 -1.0898 -0.1 -0.3 0.1 -0.7446
Br -2.1302 -1.3690 -1.6820 0.4 0.0 -0.2 0.9716
C -1.2075 1.0489 -0.5432 -1.3 -0.1 -1.1 -0.7450
C -2.4379 0.8874 0.3621 1.1 0.6 0.5 -0.1369
Br -1.7890 2.0321 -2.1500 0.5 0.2 0.0 0.8010
H 2.1940 0.1733 -0.8530 0.4 -0.6 0.5 0.0138
H 1.3739 1.7835 -0.8717 -0.5 0.2 -0.1 0.0788
H 2.9895 1.6686 -0.2874 0.5 0.1 0.0 0.1098
H 2.4629 0.4928 1.6289 0.5 -0.3 0.4 0.1029
H 1.0141 -1.1439 1.6986 0.1 -0.6 0.2 0.1285
H -0.3598 -0.1486 1.6348 -0.5 0.4 0.0 0.1146
H -0.1458 0.0046 -2.0665 0.3 0.1 -0.6 -0.0112
H -0.4973 1.7049 -0.0932 0.6 0.1 0.3 0.0145
H -2.4785 -0.0785 0.8317 -0.2 -0.5 0.0 0.0698
H -2.3064 1.6088 1.1511 -0.1 0.3 0.4 0.0911
H -3.3388 1.1605 -0.1440 -0.6 -0.3 -0.3 0.0635
Mg 2.0204 -0.0420 -2.6927 -1.1 -0.1 0.8 1.5316
```
Forces are in eV/Å.

Computed properties:
**Energy**: -241095.088 eV
**Total charge**: +2
**Gap between HOMO and LUMO**: 4.152 eV


Entry 6:
Density functional theory data (wB97M-V/def2-TZVPD) for a gas-phase ion, C25H24F2NO (charge +1).

```
53
Properties=species:S:1:pos:R:3:forces:R:3:lowdin_charge:R:1
C -3.9643 -4.3580 2.1489 -0.2 -0.1 -0.1 -0.0244
C -3.1906 -3.1023 2.4060 0.5 0.4 0.1 -0.2022
C -1.8170 -3.0676 2.1834 0.5 -0.2 0.0 -0.1941
F -1.2057 -4.2570 1.8507 -0.3 1.0 0.1 0.0461
C -1.0286 -1.9126 2.2413 -0.4 -0.3 -0.4 0.0194
C -1.6180 -0.6772 2.5680 -0.3 -1.0 0.2 -0.1559
C -0.8101 0.6204 2.4424 -0.1 0.0 2.1 -0.1692
C 0.4969 0.6981 3.1830 1.3 0.0 2.1 -0.1513
C 1.3947 -0.3692 3.4788 0.4 0.6 -1.2 0.0754
C 2.7590 -0.0492 3.5711 0.0 -0.3 0.1 -0.1964
F 3.6900 -1.0477 3.4419 -0.9 0.5 0.5 0.0614
C 3.2511 1.2404 3.7523 -0.5 -0.1 0.1 -0.2130
C 4.7210 1.4848 3.8771 0.2 0.1 0.0 -0.0295
C 2.2785 2.2383 3.8998 -0.1 -0.5 0.0 -0.0252
C 0.9230 1.9563 3.6815 0.2 0.3 -1.0 -0.0452
C -2.9697 -0.7413 3.0043 0.0 0.5 -0.5 -0.0147
C -3.7556 -1.8958 2.8403 0.7 0.0 0.0 -0.0127
H -5.0290 -4.1669 2.2424 -0.1 0.0 0.0 0.0811
H -3.7697 -4.6983 1.1299 0.0 -0.1 0.0 0.0904
H -3.7225 -5.1910 2.8138 0.2 0.2 0.0 0.0961
H 0.0271 -1.9867 1.9861 -0.4 -0.1 -0.1 0.1152
H -1.4496 1.4182 2.8320 0.0 -0.1 0.5 0.1422
H 1.1097 -1.4159 3.5699 0.1 0.3 -0.6 0.1202
H 4.9131 2.5159 4.1596 0.0 0.1 0.0 0.0796
H 5.1875 0.8461 4.6309 -0.1 0.0 -0.1 0.0942
H 5.2387 1.2977 2.9367 0.0 -0.1 0.0 0.0889
H 2.6000 3.2505 4.1468 -0.2 -0.3 0.1 0.1185
H 0.2095 2.7784 3.8447 0.2 -0.4 -0.4 0.1161
H -3.4609 0.1280 3.4597 0.3 -0.1 -0.5 0.1179
H -4.8292 -1.8739 3.0293 0.3 0.1 0.2 0.1219
C 0.0405 -3.5547 -1.6485 0.4 0.5 0.1 -0.0284
O 1.1860 -2.6590 -1.7727 -0.5 0.6 0.0 -0.0815
C 1.1358 -1.3690 -1.3193 -0.1 -0.9 0.1 -0.2292
C 0.0270 -0.8859 -0.5993 0.6 0.9 0.7 0.0704
C 0.1600 0.3826 -0.0006 0.6 -1.5 -1.1 -0.0847
C 1.2331 1.1819 -0.3923 0.4 -1.7 -0.1 -0.2126
N 0.9813 2.4520 0.0573 -2.1 1.7 1.9 0.2181
C -0.1704 2.5128 0.7636 2.7 0.1 -1.1 -0.1515
C -0.7061 3.8092 1.1307 -0.5 0.5 0.5 0.0208
C -0.6622 1.1394 0.9811 -2.1 -1.1 -1.2 -0.1139
C 2.3326 0.7312 -1.1074 0.0 -0.1 -0.2 0.0162
C 2.3054 -0.5858 -1.5418 -0.4 -0.2 -0.1 0.0327
H 0.4085 -4.4675 -2.1156 -0.2 0.1 0.1 0.0987
H -0.2263 -3.7514 -0.5967 0.2 0.2 -0.3 0.0829
H -0.8468 -3.1806 -2.1854 0.4 0.0 0.1 0.1019
H -0.8845 -1.4528 -0.4564 0.3 -0.2 0.0 0.1158
H 1.5723 3.2715 -0.1366 -0.5 -0.5 0.1 0.2069
H -1.7506 3.7077 1.4412 0.2 0.2 0.0 0.1103
H -0.1077 4.1873 1.9628 -0.2 0.2 0.1 0.1009
H -0.6169 4.5124 0.2883 -0.1 -0.2 0.3 0.1160
H -1.7679 0.9880 0.8996 0.6 0.9 -1.5 0.1942
H 3.1732 1.4057 -1.2926 -0.2 -0.4 -0.1 0.1285
H 3.1454 -1.0315 -2.0917 -0.5 0.2 0.3 0.1366
```
Forces are in eV/Å.

Computed properties:
**Energy**: -35279.657 eV
**Energy relative to the best compared isomer or geometry (same formula, charge and spin)**: 10.88 kcal/mol
**Total charge**: +1
**Gap between HOMO and LUMO**: 7.178 eV
**Structure (SMILES)**: COc1ccc2c(c1)[C@@H](C(c1ccc(C)c(F)c1)c1ccc(C)c(F)c1)C(C)=[NH+]2